# 1
{"formula": "C5H8N", "method": "ωB97M-V/def2-TZVPD", "homo_energy_ha": -0.538, "orbital_gap_ev": 9.365, "charge": 1, "de_lowest_kcal_mol": 177.5, "symbols": ["C", "C", "C", "C", "C", "N", "H", "H", "H", "H", "H", "H", "H", "H"], "xyz": [[-2.194, 0.783, -0.312], [-1.210, 1.420, 0.270], [-0.662, 0.423, -0.595], [-1.409, -0.568, 0.036], [1.791, 1.540, -0.543], [-1.406, -1.587, 0.816], [-3.099, 1.032, -0.890], [-0.151, 0.612, -1.522], [2.937, 1.565, -0.177], [1.599, 2.594, -0.946], [2.035, 0.730, -1.339], [0.873, 1.413, 0.119], [-0.430, -1.991, 1.105], [-2.273, -1.738, 1.355]], "lowdin_charge": [0.040, 0.154, -0.092, -0.117, -0.094, 0.236, 0.172, 0.140, 0.083, 0.057, 0.051, -0.026, 0.224, 0.172]}

***

# 2
{"formula": "C5H6O", "method": "ωB97M-V/def2-TZVPD", "homo_energy_ha": -0.313, "orbital_gap_ev": 9.643, "smiles": "Cc1ccco1", "de_lowest_kcal_mol": 8.0, "symbols": ["C", "C", "O", "C", "C", "C", "H", "H", "H", "H", "H", "H"], "xyz": [[-1.681, 0.954, -0.113], [-0.516, 0.025, 0.034], [0.027, -0.237, 1.264], [0.341, -0.384, -0.933], [1.507, -0.878, -0.281], [1.287, -0.746, 1.045], [-2.675, 0.569, 0.138], [-1.703, 1.278, -1.160], [-1.497, 1.846, 0.495], [0.196, -0.280, -1.997], [2.379, -1.287, -0.763], [1.931, -1.002, 1.881]], "lowdin_charge": [-0.018, -0.328, 0.022, -0.054, -0.081, -0.116, 0.078, 0.082, 0.085, 0.109, 0.100, 0.119]}

***

# 3
{"formula": "CHNO2S", "method": "ωB97M-V/def2-TZVPD", "homo_energy_ha": [-0.406, -0.344], "orbital_gap_ev": [8.831, 7.564], "de_lowest_kcal_mol": 168.5, "symbols": ["C", "N", "O", "O", "S", "H"], "xyz": [[0.262, 0.811, 0.270], [0.297, -0.608, 0.194], [0.133, -1.355, 1.126], [0.351, -0.943, -0.981], [1.059, 2.016, -0.289], [-2.102, 0.078, -0.321]], "lowdin_charge": [-0.570, -0.533, 0.081, 0.031, 0.841, 0.150]}